[1]
ORCA calculation (wB97M-V/def2-TZVPD) on C22H30O2PtSi as an isolated structure.

⟨S²⟩ = 6.020
Relative energy (zero: lowest compared OMol25 entry of this formula, charge and spin) = 153.0 kJ/mol
2S+1 = 5
Highest occupied orbital energy (spin up / spin down) = -12.7730 / -14.8344 eV
E = -1414.7064 Ha
Kohn-Sham gap (spin up / spin down) = 7.2827 / 5.0565 eV
Charge = +2

XYZ file:
```
56
C22H30O2PtSi wB97M-V/def2-TZVPD
C -1.820 -2.571 -0.314
C -1.458 -2.008 -1.562
C -0.083 -2.332 -1.816
H -2.144 -1.507 -2.237
C 0.421 -3.089 -0.661
C -0.703 -3.186 0.276
H -0.694 -3.789 1.186
H -2.847 -2.622 0.062
H 0.446 -2.215 -2.762
H 1.336 -3.683 -0.626
Pt 0.962 -1.086 -0.022
C 2.202 3.287 -0.978
H 2.730 2.858 -1.828
H 2.882 3.848 -0.330
H 1.410 3.949 -1.355
Si 0.866 1.165 -0.366
C -0.659 1.831 0.457
C -1.905 1.382 0.020
H -1.986 0.551 -0.683
C -3.069 1.991 0.494
H -4.037 1.623 0.168
C -2.990 3.047 1.417
H -3.908 3.508 1.799
C -1.737 3.450 1.880
H -1.659 4.237 2.635
C -0.574 2.841 1.431
H 0.395 3.148 1.823
C 0.688 1.146 -2.230
C -0.243 1.994 -2.842
H -0.952 2.580 -2.259
C -0.261 2.091 -4.237
H -1.010 2.727 -4.705
C 0.609 1.340 -5.016
H 0.541 1.381 -6.117
C 1.513 0.476 -4.402
H 2.145 -0.181 -4.989
C 1.559 0.384 -3.008
H 2.249 -0.330 -2.554
H 1.960 0.588 0.593
H 1.751 2.440 -0.215
C 1.900 -3.596 1.980
O 1.915 -2.191 1.643
C 1.834 -1.406 2.865
C 0.417 -1.335 3.399
O -0.488 -1.155 2.312
C -1.835 -1.193 2.732
H 0.964 -3.861 2.495
H 2.753 -3.760 2.659
H 2.021 -4.165 1.062
H 2.469 -1.876 3.625
H 2.165 -0.397 2.579
H 0.347 -0.452 4.065
H 0.148 -2.256 3.957
H -2.440 -0.825 1.904
H -2.129 -2.219 2.973
H -1.969 -0.573 3.625
```

Which charges does Mulliken predict for the atoms? In e, they are: atom 1 (C): -0.415, atom 2 (C): -0.623, atom 3 (C): -0.581, atom 4 (H): 0.538, atom 5 (C): -0.704, atom 6 (C): -0.187, atom 7 (H): 0.504, atom 8 (H): 0.543, atom 9 (H): 0.650, atom 10 (H): 0.572, atom 11 (Pt): 0.542, atom 12 (C): -1.071, atom 13 (H): 0.387, atom 14 (H): 0.366, atom 15 (H): 0.370, atom 16 (Si): 0.839, atom 17 (C): 0.537, atom 18 (C): -0.060, atom 19 (H): 0.341, atom 20 (C): -0.767, atom 21 (H): 0.456, atom 22 (C): -0.581, atom 23 (H): 0.419, atom 24 (C): -0.679, atom 25 (H): 0.425, atom 26 (C): -0.577, atom 27 (H): 0.429, atom 28 (C): 0.900, atom 29 (C): -0.531, atom 30 (H): 0.449, atom 31 (C): -0.608, atom 32 (H): 0.444, atom 33 (C): -0.536, atom 34 (H): 0.405, atom 35 (C): -0.639, atom 36 (H): 0.461, atom 37 (C): -0.547, atom 38 (H): 0.496, atom 39 (H): -0.187, atom 40 (H): 0.120, atom 41 (C): -0.776, atom 42 (O): -0.475, atom 43 (C): -0.696, atom 44 (C): -0.593, atom 45 (O): 0.294, atom 46 (C): -0.981, atom 47 (H): 0.310, atom 48 (H): 0.367, atom 49 (H): 0.225, atom 50 (H): 0.502, atom 51 (H): 0.160, atom 52 (H): 0.451, atom 53 (H): 0.393, atom 54 (H): 0.197, atom 55 (H): 0.336, atom 56 (H): 0.382

***

[2]
ORCA calculation (wB97M-V/def2-TZVPD) on one molecule with the formula C31H44N4O5.

Relative energy (zero: lowest compared OMol25 entry of this formula, charge and spin) = 23.6 kJ/mol
Structure (SMILES) = CCCCN(C)CCN1C(=O)[C@@H]2[C@@H](C(=O)Nc3cccc(OC)c3)[C@H]3C=C[C@@]2(O3)[C@H]1C(=O)N[C@@H]1CCCC[C@H]1C
Highest occupied orbital energy = -8.3286 eV
E = -1802.9343 Ha
Kohn-Sham gap = 8.9790 eV

XYZ file:
```
84
C31H44N4O5 wB97M-V/def2-TZVPD
C 6.776 5.133 -0.548
C 5.475 4.505 -0.064
C 4.863 3.584 -1.115
H 5.578 2.796 -1.364
C 3.556 2.951 -0.615
N 2.902 2.044 -1.535
C 2.348 2.671 -2.714
H 1.570 2.029 -3.127
H 1.886 3.615 -2.433
H 3.099 2.863 -3.496
C 3.640 0.836 -1.826
H 4.327 0.640 -1.000
C 2.677 -0.360 -1.959
N 1.816 -0.439 -0.806
C 0.644 0.235 -0.751
O 0.021 0.681 -1.693
C 0.180 0.243 0.691
H -0.641 -0.465 0.832
C -0.131 1.619 1.294
C -1.599 1.790 1.648
O -2.003 1.953 2.777
N -2.360 1.721 0.524
C -3.748 1.824 0.389
C -4.276 1.687 -0.888
C -5.647 1.784 -1.105
C -6.494 2.020 -0.027
C -5.957 2.153 1.242
C -4.598 2.058 1.468
H -4.192 2.164 2.459
H -6.619 2.336 2.076
H -7.561 2.102 -0.162
O -6.050 1.632 -2.399
C -7.422 1.733 -2.690
H -7.818 2.719 -2.427
H -8.001 0.959 -2.175
H -7.506 1.587 -3.766
H -3.631 1.505 -1.735
H -1.865 1.566 -0.349
H 0.164 2.406 0.592
C 0.900 1.627 2.466
C 0.564 0.503 3.425
C 0.961 -0.616 2.829
H 0.899 -1.637 3.144
C 1.464 -0.153 1.481
C 2.302 -0.928 0.474
H 3.360 -0.695 0.619
C 2.114 -2.446 0.653
O 2.752 -3.067 1.475
N 1.179 -2.984 -0.146
H 0.714 -2.399 -0.825
C 0.826 -4.390 -0.134
C 1.188 -5.030 -1.476
H 2.255 -4.895 -1.664
H 0.636 -4.525 -2.274
C 0.837 -6.514 -1.474
H 1.430 -7.024 -0.712
H 1.085 -6.953 -2.442
C -0.646 -6.705 -1.176
C -1.004 -6.065 0.161
H -0.450 -6.562 0.961
H -2.069 -6.196 0.362
C -0.666 -4.573 0.175
C -1.028 -3.950 1.521
H -2.083 -4.103 1.738
H -0.830 -2.880 1.522
H -0.442 -4.405 2.316
H -1.244 -4.074 -0.613
H -0.887 -7.769 -1.152
H -1.239 -6.245 -1.970
H 1.424 -4.841 0.665
O 2.036 1.111 1.792
H 0.073 0.645 4.366
H 1.094 2.603 2.899
H 2.033 -0.226 -2.829
H 3.240 -1.292 -2.061
H 4.231 0.908 -2.754
H 3.743 2.400 0.312
H 2.842 3.746 -0.381
H 4.665 4.155 -2.025
H 5.663 3.934 0.848
H 4.760 5.294 0.182
H 7.508 4.363 -0.781
H 6.605 5.723 -1.446
H 7.195 5.784 0.215
```

Which charges does Mulliken predict for the atoms? In e, they are: atom 1 (C): -1.335, atom 2 (C): -0.285, atom 3 (C): -0.343, atom 4 (H): 0.304, atom 5 (C): -1.279, atom 6 (N): 1.120, atom 7 (C): -1.358, atom 8 (H): 0.360, atom 9 (H): 0.358, atom 10 (H): 0.317, atom 11 (C): -0.977, atom 12 (H): 0.534, atom 13 (C): -1.580, atom 14 (N): 0.696, atom 15 (C): -0.013, atom 16 (O): -0.776, atom 17 (C): -0.060, atom 18 (H): 0.651, atom 19 (C): -0.106, atom 20 (C): -0.015, atom 21 (O): -0.695, atom 22 (N): 0.131, atom 23 (C): 0.680, atom 24 (C): -0.562, atom 25 (C): 0.580, atom 26 (C): -0.410, atom 27 (C): -0.975, atom 28 (C): -0.695, atom 29 (H): 0.523, atom 30 (H): 0.362, atom 31 (H): 0.394, atom 32 (O): -0.406, atom 33 (C): -0.864, atom 34 (H): 0.348, atom 35 (H): 0.343, atom 36 (H): 0.246, atom 37 (H): 0.523, atom 38 (H): -0.051, atom 39 (H): 0.517, atom 40 (C): 0.194, atom 41 (C): -1.332, atom 42 (C): -0.796, atom 43 (H): 0.621, atom 44 (C): 0.554, atom 45 (C): 0.201, atom 46 (H): 0.570, atom 47 (C): -0.244, atom 48 (O): -0.698, atom 49 (N): 0.210, atom 50 (H): 0.377, atom 51 (C): -0.945, atom 52 (C): -0.920, atom 53 (H): 0.402, atom 54 (H): 0.315, atom 55 (C): -0.760, atom 56 (H): 0.332, atom 57 (H): 0.373, atom 58 (C): -0.682, atom 59 (C): -1.024, atom 60 (H): 0.382, atom 61 (H): 0.379, atom 62 (C): 0.632, atom 63 (C): -1.246, atom 64 (H): 0.518, atom 65 (H): -0.010, atom 66 (H): 0.352, atom 67 (H): 0.316, atom 68 (H): 0.354, atom 69 (H): 0.322, atom 70 (H): 0.595, atom 71 (O): -0.590, atom 72 (H): 0.548, atom 73 (H): 0.677, atom 74 (H): 0.476, atom 75 (H): 0.340, atom 76 (H): 0.430, atom 77 (H): 0.154, atom 78 (H): 0.432, atom 79 (H): 0.314, atom 80 (H): 0.326, atom 81 (H): 0.302, atom 82 (H): 0.326, atom 83 (H): 0.325, atom 84 (H): 0.397

***

[3]
ORCA calculation (wB97M-V/def2-TZVPD) on a 2-piece molecular cluster, C2H3P3 overall.

Relative energy (zero: lowest compared OMol25 entry of this formula, charge and spin) = 504.7 kJ/mol
Highest occupied orbital energy (spin up / spin down) = -8.7073 / -8.7062 eV
E = -1101.8333 Ha
Kohn-Sham gap (spin up / spin down) = 7.0369 / 7.0332 eV

XYZ file:
```
8
C2H3P3 wB97M-V/def2-TZVPD
C -1.063 -0.795 -0.106
C 0.928 0.790 0.356
P -0.903 0.620 0.847
P 0.106 -1.660 -1.030
P 1.825 -0.489 -0.638
H -3.316 -1.291 -0.157
H 0.921 1.709 -0.427
H 1.502 1.116 1.155
```

Which charges does Mulliken predict for the atoms? In e, they are: atom 1 (C): -0.081, atom 2 (C): -0.828, atom 3 (P): 0.105, atom 4 (P): -0.087, atom 5 (P): 0.029, atom 6 (H): 0.116, atom 7 (H): 0.312, atom 8 (H): 0.435

***

[4]
ORCA calculation (wB97M-V/def2-TZVPD) on a 2-piece molecular cluster, C3H5BrS overall.

Relative energy (zero: lowest compared OMol25 entry of this formula, charge and spin) = 460.7 kJ/mol
Highest occupied orbital energy (spin up / spin down) = -8.6464 / -7.6545 eV
E = -3089.3136 Ha
Kohn-Sham gap (spin up / spin down) = 8.9624 / 7.1090 eV

XYZ file:
```
10
C3H5BrS wB97M-V/def2-TZVPD
C 1.038 -1.631 0.083
C 1.349 -0.413 -0.128
C -1.132 1.608 0.227
S -2.255 0.797 -0.934
Br 2.833 0.494 -0.636
H 1.798 -2.345 0.411
H 0.075 -1.958 0.139
H -0.403 1.069 0.853
H -1.056 2.677 0.191
H -2.248 -0.296 -0.206
```

Which charges does Mulliken predict for the atoms? In e, they are: atom 1 (C): -0.336, atom 2 (C): -0.081, atom 3 (C): -0.657, atom 4 (S): -0.102, atom 5 (Br): -0.071, atom 6 (H): 0.238, atom 7 (H): 0.241, atom 8 (H): 0.331, atom 9 (H): 0.335, atom 10 (H): 0.102

***

> Which of these has the highest E?

C2H3P3

***

> Look up the E of the fourth one.

-3089.3136 Ha